DFT (ωB97M-V/def2-TZVPD) results for a structure of composition C31H41Cl2F3IN6O7P.

Cartesian coordinates (Å):
C (5.60, 0.56, 1.72)
C (4.61, -0.30, 0.75)
C (3.09, 0.13, 1.08)
F (2.55, -0.87, 2.01)
C (2.11, 0.11, -0.24)
O (1.16, -0.92, -0.04)
C (0.00, -0.91, -0.87)
C (0.45, -0.64, -2.42)
N (1.55, -1.52, -2.92)
C (-0.86, 0.47, -0.59)
Cl (-1.65, 1.45, -1.96)
C (-1.04, 1.09, 0.68)
C (-1.88, 2.47, 0.85)
Cl (-0.40, 0.40, 2.23)
C (-0.92, -2.26, -0.74)
C (-1.90, -2.23, 0.58)
C (-1.25, -2.87, 1.91)
C (-2.17, -2.30, 3.15)
O (-1.45, -4.33, 2.01)
O (-0.24, -3.48, -0.50)
C (1.02, -3.85, -0.94)
I (1.19, -4.97, -2.85)
P (1.67, -5.14, 0.35)
N (3.19, -5.57, 0.02)
O (0.60, -6.47, 0.44)
O (1.71, -4.37, 1.87)
N (-1.80, -2.50, -1.91)
C (-2.90, -1.63, -2.19)
O (-3.95, -1.40, -1.56)
F (-2.88, -0.98, -3.50)
C (-2.18, -3.87, -2.21)
O (-2.14, -4.22, -3.43)
F (-2.67, -4.86, -1.32)
H (6.14, 1.39, 1.14)
H (6.44, -0.12, 2.14)
H (5.05, 0.98, 2.64)
H (4.86, -0.20, -0.36)
H (4.73, -1.40, 1.09)
H (3.01, 1.13, 1.65)
H (1.74, 1.18, -0.35)
H (2.82, -0.14, -1.12)
H (-0.43, -0.74, -3.16)
H (0.83, 0.45, -2.58)
H (1.11, -2.12, -3.65)
H (2.19, -0.91, -3.48)
H (-2.89, 2.43, 0.32)
H (-1.99, 2.71, 1.97)
H (-1.18, 3.29, 0.43)
H (-2.75, -2.98, 0.31)
H (-2.45, -1.25, 0.73)
H (-0.16, -2.57, 2.10)
H (-2.96, -1.54, 2.79)
H (-1.45, -1.75, 3.85)
H (-2.76, -3.15, 3.66)
H (-2.42, -4.52, 2.03)
H (1.89, -3.11, -0.99)
H (3.48, -5.08, -0.85)
H (0.55, -6.67, 1.41)
H (2.42, -4.75, 2.44)
N (-1.63, -0.34, 5.74)
C (-1.05, 0.59, 6.51)
C (-1.20, 0.67, 7.88)
C (-2.00, -0.28, 8.50)
C (-2.62, -1.26, 7.73)
C (-2.40, -1.25, 6.37)
H (-0.43, 1.31, 5.97)
H (-0.70, 1.44, 8.45)
H (-2.15, -0.26, 9.58)
H (-3.25, -2.01, 8.18)
H (-2.85, -1.99, 5.72)
N (-2.17, 5.09, -3.24)
C (-2.63, 6.19, -3.84)
C (-3.40, 6.18, -4.99)
C (-3.70, 4.95, -5.57)
C (-3.22, 3.79, -4.97)
C (-2.47, 3.91, -3.81)
H (-2.37, 7.13, -3.35)
H (-3.75, 7.10, -5.43)
H (-4.29, 4.89, -6.47)
H (-3.44, 2.81, -5.39)
H (-2.08, 3.03, -3.30)
N (2.66, 2.37, -2.86)
C (3.60, 2.95, -3.63)
C (3.67, 4.31, -3.85)
C (2.73, 5.13, -3.24)
C (1.75, 4.56, -2.44)
C (1.76, 3.18, -2.28)
H (4.31, 2.27, -4.09)
H (4.45, 4.73, -4.48)
H (2.76, 6.21, -3.39)
H (1.00, 5.17, -1.95)
H (1.02, 2.69, -1.66)

As for the lowest unoccupied orbital energy: -0.019 Eh. The value obtained for the frontier orbital gap is 7.7896 eV. The HOMO energy is -0.3052 Eh.

Which charges does Löwdin predict for the atoms? In e, they are: C -0.1265; C -0.1681; C -0.2163; F -0.1078; C -0.1431; O -0.1387; C -0.2682; C -0.2226; N -0.0160; C -0.4348; Cl 0.7331; C -0.5908; C -0.1296; Cl 0.7300; C -0.2672; C -0.0375; C -0.3309; C -0.0883; O -0.1062; O -0.1612; C -0.7081; I 0.8973; P 0.6114; N -0.2284; O -0.2133; O -0.2109; N 0.1026; C -0.3237; O 0.1468; F 0.0094; C -0.3320; O 0.0780; F 0.0835; H 0.0744; H 0.0752; H 0.0753; H 0.1098; H 0.1254; H 0.1459; H 0.1101; H 0.1231; H 0.1052; H 0.0929; H 0.0273; H 0.0847; H 0.0744; H 0.0767; H 0.0852; H 0.1368; H 0.1034; H 0.1287; H 0.0836; H 0.0339; H 0.0822; H 0.0961; H 0.0772; H -0.0626; H 0.0789; H 0.0834; N 0.0519; C -0.1449; C -0.0747; C -0.0807; C -0.0687; C -0.1470; H 0.1012; H 0.1010; H 0.1052; H 0.1023; H 0.0851; N 0.0583; C -0.1561; C -0.0775; C -0.0790; C -0.0634; C -0.1757; H 0.1000; H 0.1008; H 0.1061; H 0.1056; H -0.0315; N 0.0594; C -0.1468; C -0.0721; C -0.0730; C -0.0609; C -0.1558; H 0.1025; H 0.1027; H 0.1074; H 0.1025; H 0.0668



DFT (ωB97M-V/def2-TZVPD) results for a structure of composition C31H41Cl2N9O4RhSSe.

Cartesian coordinates (Å):
Rh (0.41, 1.25, -1.49)
N (-3.13, 1.59, -1.65)
C (-3.41, 3.07, -1.78)
C (-3.10, 3.75, -0.45)
C (-1.61, 3.94, -0.17)
N (-0.93, 2.65, 0.12)
C (-0.93, 4.67, -1.33)
C (-1.15, 4.04, -2.71)
N (-0.18, 2.93, -2.95)
C (-2.62, 3.65, -2.95)
H (-3.55, 1.18, -0.82)
H (-2.11, 1.48, -1.63)
H (-3.45, 1.06, -2.46)
H (-4.48, 3.15, -1.99)
H (-3.58, 3.22, 0.37)
H (-3.56, 4.74, -0.48)
H (-1.53, 4.58, 0.71)
H (-1.47, 2.13, 0.81)
H (-0.07, 2.87, 0.63)
H (0.14, 4.77, -1.15)
H (-1.33, 5.69, -1.36)
H (-0.94, 4.81, -3.46)
H (0.72, 3.36, -3.18)
H (-0.43, 2.42, -3.79)
H (-2.71, 3.00, -3.83)
H (-3.14, 4.57, -3.23)
Se (2.15, -0.98, 0.59)
N (1.72, 0.73, 0.23)
C (2.44, 1.50, 1.04)
C (2.47, 2.93, 1.04)
C (3.26, 3.56, 1.94)
C (4.07, 2.85, 2.89)
C (4.09, 1.50, 2.92)
C (3.28, 0.78, 1.97)
N (3.24, -0.53, 1.88)
H (1.92, 3.50, 0.29)
H (3.31, 4.65, 1.94)
H (4.68, 3.42, 3.58)
H (4.71, 0.94, 3.61)
N (5.80, -0.38, -6.22)
C (5.83, 0.01, -4.92)
O (6.83, 0.06, -4.24)
C (4.50, 0.35, -4.28)
C (3.27, -0.17, -4.66)
C (2.15, 0.15, -3.92)
N (2.19, 0.96, -2.86)
C (3.37, 1.48, -2.50)
C (4.54, 1.20, -3.18)
H (6.69, -0.56, -6.66)
H (5.02, -0.20, -6.81)
H (3.18, -0.85, -5.50)
H (1.18, -0.26, -4.19)
H (3.38, 2.13, -1.64)
H (5.49, 1.60, -2.85)
C (1.09, -4.41, 2.68)
C (0.88, -4.90, 1.25)
C (-0.51, -4.62, 0.69)
N (-0.79, -3.17, 0.58)
C (-1.41, -2.42, 1.46)
S (-1.62, -0.74, 1.21)
N (-1.90, -2.95, 2.61)
C (-2.56, -2.14, 3.53)
O (-2.69, -0.95, 3.23)
C (-3.05, -2.74, 4.76)
C (-3.18, -4.13, 4.91)
C (-3.66, -4.65, 6.10)
C (-3.99, -3.79, 7.14)
C (-3.87, -2.41, 6.99)
C (-3.41, -1.88, 5.81)
H (2.10, -4.65, 3.02)
H (0.40, -4.89, 3.38)
H (0.98, -3.32, 2.77)
H (1.03, -5.98, 1.20)
H (1.62, -4.45, 0.58)
H (-1.30, -5.09, 1.28)
H (-0.60, -5.01, -0.32)
H (-0.45, -2.70, -0.25)
H (-1.67, -3.90, 2.86)
H (-2.97, -4.81, 4.09)
H (-3.77, -5.72, 6.21)
H (-4.36, -4.20, 8.07)
H (-4.14, -1.76, 7.81)
H (-3.30, -0.81, 5.68)
Cl (-0.82, -3.66, -2.83)
C (-1.66, -2.12, -2.95)
Cl (-3.18, -2.11, -2.01)
C (-0.83, -0.95, -2.42)
O (0.07, -1.12, -1.57)
O (-1.16, 0.19, -2.84)
H (-1.92, -1.95, -3.99)

The value obtained for the energy above the lowest of the compared OMol25 structures with the same formula, charge and spin is 3.3 kcal per mole. The net charge is +3. As for the spin multiplicity: 5. Its expectation value of S² is 6.011. As for the lowest unoccupied orbital energy (alpha / beta): -0.297 / -0.343 Eh. The value obtained for the frontier orbital gap (alpha / beta) is 7.8034 / 6.5554 eV. The HOMO energy (alpha / beta) is -0.5833 / -0.5835 Eh.

Which charges does Löwdin predict for the atoms? In e, they are: Rh 1.1042; N 0.2182; C -0.2440; C -0.0866; C -0.3316; N 0.0291; C -0.0969; C -0.3145; N -0.0011; C -0.0681; H 0.1547; H 0.0716; H 0.1542; H 0.1634; H 0.1346; H 0.1486; H 0.1549; H 0.0601; H 0.0537; H 0.1201; H 0.1430; H 0.1525; H 0.1012; H 0.0940; H 0.1352; H 0.1458; Se 1.1728; N -0.3443; C -0.3698; C -0.0580; C -0.0239; C -0.0298; C 0.0191; C -0.3541; N -0.1886; H 0.0892; H 0.1248; H 0.1255; H 0.1338; N 0.1962; C -0.4906; O 0.1043; C -0.0896; C 0.0238; C -0.1057; N -0.0515; C -0.1109; C 0.0370; H 0.1321; H 0.1076; H 0.1268; H 0.1079; H 0.1019; H 0.1373; C -0.0893; C -0.2149; C -0.1481; N 0.0549; C -0.6566; S 0.9214; N 0.1565; C -0.3491; O -0.0255; C -0.1454; C -0.0149; C -0.0364; C -0.0187; C -0.0289; C 0.0090; H 0.0911; H 0.0805; H 0.0565; H 0.1279; H 0.1086; H 0.1294; H 0.1001; H 0.0636; H 0.1218; H 0.1136; H 0.1230; H 0.1264; H 0.1237; H 0.1268; Cl 0.7159; C -0.9705; Cl 0.6479; C -0.7893; O -0.1773; O -0.1334; H 0.0798



Values for maximum force, eV/Å, ordered as above
6.62 0.45